6 unconnected molecules or ions with the total composition C38H74N4O10 at a distorted geometry, computed with the ωB97M-V functional and the def2-TZVPD basis.

Structure (XYZ):
```
126
Properties=species:S:1:pos:R:3:forces:R:3:mulliken_charge:R:1
C 14.506070 11.677770 -13.054580 -0.65 -0.98 -0.28 -1.346
C 14.763420 11.002420 -14.467970 1.18 0.49 -0.17 1.194
C 14.827010 9.475380 -14.380760 0.38 0.18 -0.34 -0.956
C 13.505140 8.783190 -14.423510 -2.45 -0.86 0.45 -0.791
C 12.591770 9.108780 -15.643820 1.23 0.99 -0.15 -1.154
C 12.387850 10.689180 -15.748000 -0.57 -1.71 -1.42 1.235
N 13.639060 11.410390 -15.429370 -1.19 7.74 0.69 0.604
O 13.486020 12.772810 -15.584640 1.39 -7.25 0.51 -0.336
C 11.337880 11.094680 -14.741540 -1.59 0.58 1.13 -1.672
C 11.829070 11.038330 -17.177370 1.26 -1.11 -0.64 -1.540
C 16.114250 11.518100 -15.115300 -1.80 0.60 -0.67 -1.759
H 14.938870 11.083890 -12.249540 0.80 -0.12 -0.40 0.389
H 13.463460 11.523260 -12.776750 -0.28 0.65 -0.32 0.315
H 14.835570 12.709540 -12.932200 -0.22 -0.10 -0.45 0.358
H 15.380140 9.254080 -13.467960 -0.18 -0.11 0.08 0.491
H 15.467550 9.096100 -15.176980 -0.05 0.07 -0.23 0.351
H 12.890100 8.991380 -13.548030 0.13 0.59 0.36 0.330
H 13.580610 7.706230 -14.273320 0.45 -0.12 -0.57 0.442
H 11.603630 8.651310 -15.692800 -0.08 0.10 0.91 0.528
H 13.009630 8.667040 -16.548460 0.57 0.56 -0.24 0.403
H 11.511150 10.869090 -13.689300 0.52 -0.08 -0.11 0.329
H 10.394980 10.592070 -14.956970 0.22 -0.50 -0.32 0.452
H 11.009480 12.132730 -14.793440 0.69 0.27 -0.18 0.432
H 11.955670 12.027060 -17.618360 -0.37 0.29 0.92 0.361
H 10.829660 10.623360 -17.308130 -0.18 0.49 0.48 0.376
H 12.379970 10.426240 -17.891480 0.35 -0.17 0.00 0.421
H 16.157900 11.167390 -16.146420 0.41 -0.87 0.19 0.449
H 16.993120 11.284160 -14.514510 -0.25 0.00 -0.11 0.380
H 15.993190 12.574960 -15.352990 0.31 0.32 0.88 0.456
C 11.656960 13.759630 -3.204560 -0.25 0.01 -1.45 -1.485
C 11.559630 12.214190 -3.422720 1.66 -1.59 1.71 0.924
C 11.556490 11.497620 -1.972290 -0.84 -0.26 -1.62 -0.980
C 10.258780 11.593240 -1.232870 -2.20 0.38 0.14 -0.822
C 8.988740 10.966750 -2.025760 3.02 0.56 0.46 -1.289
C 8.878570 11.539450 -3.466300 0.02 -0.75 0.42 1.499
N 10.297540 11.768610 -4.180090 -1.75 3.45 -5.03 0.616
O 10.164320 12.095140 -5.480110 1.31 -2.22 7.13 -0.313
C 8.273110 12.977620 -3.357510 -0.37 0.16 -0.46 -1.613
C 8.049520 10.509640 -4.285360 0.78 0.73 -0.58 -1.636
C 12.818260 11.552130 -4.142180 -1.92 0.25 -0.03 -1.470
H 10.793710 14.190420 -2.697270 0.02 -0.16 -0.09 0.335
H 11.816230 14.241020 -4.169440 -0.64 0.03 -0.30 0.412
H 12.559130 14.124270 -2.713410 0.10 -0.96 0.60 0.408
H 12.392240 11.890960 -1.393590 -0.07 0.10 -0.16 0.543
H 11.697640 10.423420 -2.091730 0.54 -0.06 -0.37 0.385
H 10.053490 12.627310 -0.956000 -0.15 0.13 -0.01 0.358
H 10.332220 11.055120 -0.287800 0.04 -0.03 -0.02 0.426
H 8.050760 11.090660 -1.484530 0.06 0.46 -0.16 0.480
H 9.185740 9.895530 -1.983400 -0.12 -0.16 -0.61 0.426
H 8.315040 13.433050 -2.368090 0.58 -0.32 0.09 0.347
H 7.200600 12.956540 -3.550840 -0.06 -0.45 -0.24 0.427
H 8.677750 13.689450 -4.077000 0.10 -0.18 -0.01 0.379
H 7.163190 10.320450 -3.679770 -0.09 -0.06 -0.39 0.411
H 8.580210 9.579410 -4.488200 0.24 -0.11 0.77 0.439
H 7.843110 10.814720 -5.311230 -0.54 0.59 0.27 0.407
H 12.545950 10.500200 -4.228160 0.29 -0.14 0.06 0.422
H 13.681720 11.635000 -3.482150 -0.02 0.25 -0.32 0.395
H 12.943890 11.902720 -5.166600 0.35 0.36 0.27 0.378
C 10.156740 21.120910 -10.431040 0.31 -0.16 -0.50 -1.667
C 8.955630 20.269640 -10.925900 0.50 -0.43 1.79 1.016
C 7.691510 20.688000 -10.121670 1.95 -0.28 0.96 -1.047
C 6.467170 20.065440 -10.617220 -1.21 0.55 -1.26 -0.595
C 6.277230 20.671790 -11.990620 -0.20 -0.97 -0.29 -1.138
C 7.379940 20.198250 -13.027940 -0.58 2.12 -0.47 1.264
N 8.717180 20.399760 -12.370490 7.57 -1.00 -2.16 0.714
O 9.969290 20.331450 -13.030580 -7.74 0.63 2.49 -0.350
C 7.260030 21.130160 -14.267920 -0.31 -0.64 -0.36 -1.686
C 7.363280 18.769460 -13.518010 -0.73 -1.27 -0.52 -1.582
C 9.325960 18.727210 -10.684180 0.10 0.99 -0.25 -1.383
H 11.135500 20.833880 -10.815410 -0.30 -0.27 -0.44 0.413
H 10.287860 20.988840 -9.357050 -0.56 0.21 0.07 0.409
H 10.024930 22.168270 -10.702640 -0.15 0.05 0.27 0.426
H 7.687110 21.777230 -10.162330 -0.51 0.12 -0.13 0.447
H 7.764630 20.472280 -9.055740 0.87 -0.21 0.00 0.429
H 5.633660 20.368380 -9.983520 -0.13 -0.29 -0.03 0.375
H 6.455980 18.985570 -10.765030 0.27 -0.13 0.67 0.311
H 6.283500 21.754480 -11.864770 0.13 0.05 -0.46 0.421
H 5.269600 20.380320 -12.286980 0.20 0.04 -0.90 0.441
H 6.277470 20.956760 -14.706780 -0.28 -0.12 0.34 0.436
H 7.907910 20.801500 -15.080540 0.51 0.39 0.28 0.414
H 7.285150 22.201850 -14.070560 0.49 -0.18 0.18 0.394
H 7.311160 18.000530 -12.747210 0.48 0.17 0.08 0.296
H 8.134190 18.575520 -14.263790 0.56 0.09 0.57 0.462
H 6.489160 18.527770 -14.122660 -0.54 0.70 0.16 0.439
H 9.462490 18.553980 -9.616720 -0.81 0.07 0.10 0.388
H 10.331570 18.516400 -11.048070 -0.22 0.15 -0.70 0.430
H 8.562590 18.126400 -11.178530 0.35 -0.33 0.52 0.272
C 19.103540 22.604530 -11.821290 0.08 -1.95 0.60 -1.679
C 19.292270 22.918910 -13.328230 0.41 1.76 0.11 1.403
C 20.679370 23.585260 -13.582530 0.97 -1.01 0.68 -1.119
C 21.868940 22.587860 -13.426930 -1.96 0.41 -0.63 -0.647
C 21.601820 21.532380 -14.485200 0.99 -0.30 -0.47 -1.245
C 20.295860 20.686110 -14.386980 1.74 0.62 -0.13 1.267
N 19.210110 21.637990 -14.096320 -7.21 -5.18 0.12 0.629
O 17.958180 20.942910 -14.184560 6.71 4.88 0.49 -0.323
C 20.356140 19.724730 -13.166540 -0.08 -0.80 0.21 -1.344
C 20.137290 19.851700 -15.698710 -0.63 0.12 0.87 -1.645
C 18.118830 23.844880 -13.783700 0.52 -0.76 -0.51 -1.668
H 19.153520 23.440440 -11.123550 -0.42 0.35 -0.65 0.426
H 19.792300 21.885010 -11.378570 0.99 0.35 -0.50 0.331
H 18.249050 21.944500 -11.671860 -0.88 0.83 -0.14 0.462
H 20.936310 24.318150 -12.817700 -0.98 0.51 -0.17 0.413
H 20.751960 24.004600 -14.586010 -0.27 0.24 0.10 0.370
H 21.872770 22.212480 -12.403620 0.29 -0.16 -0.07 0.327
H 22.771330 23.160940 -13.639980 0.12 -0.36 0.09 0.394
H 22.499770 20.923240 -14.588810 -0.34 -0.76 0.20 0.514
H 21.597980 22.027250 -15.456390 -0.29 0.27 -0.12 0.434
H 21.359880 19.299880 -13.176720 0.11 0.26 0.33 0.384
H 19.696220 18.858720 -13.217860 -0.33 0.16 -0.72 0.410
H 20.075410 20.127600 -12.193400 0.58 0.40 -0.22 0.244
H 20.992580 19.176910 -15.733940 0.03 0.11 0.00 0.385
H 20.094900 20.425810 -16.624280 0.09 0.26 0.25 0.399
H 19.236440 19.243120 -15.619950 0.06 0.04 -0.08 0.431
H 17.227120 23.234650 -13.640300 -0.28 0.65 -0.03 0.451
H 18.234990 24.139680 -14.826630 -0.03 -0.52 -0.26 0.402
H 18.107330 24.825560 -13.308050 0.03 -0.47 0.77 0.389
O 17.581160 16.377800 -7.317970 1.55 -2.29 1.56 -0.397
C 17.370100 17.533920 -7.788860 -3.39 6.59 -2.74 0.735
O 17.729360 18.618330 -7.152000 0.22 -2.65 -0.80 -0.635
O 16.659050 17.641020 -8.816100 0.30 -0.19 -0.36 -0.648
H 18.158770 16.803890 -6.680460 1.26 -1.42 2.15 0.343
O 19.271360 14.817910 -2.158080 0.13 1.05 -1.64 -0.453
C 19.797510 14.037250 -1.213520 -0.76 1.59 0.26 0.763
O 19.008010 13.168900 -0.867610 -1.09 -3.04 1.22 -0.589
O 20.834570 14.357390 -0.694090 2.48 0.10 0.84 -0.519
H 18.469670 14.301010 -2.266340 -0.84 0.29 -0.74 0.307
```
Forces are in eV/Å.

Values from the calculation:
**Energy relative to the best compared isomer or geometry (same formula, charge and spin)**: 80.4 kcal/mol
**Net charge**: +2
**HOMO-LUMO gap**: 0.99 eV
**Multiplicity**: 1
**Largest force on an atom**: 8.88 eV/Å